This record from OMol25 describes C55H49CrNO2P2S2Te as an isolated structure. The level of theory is ωB97M-V/def2-TZVPD.

The net charge is +1. The calculation puts the energy above the lowest of the compared OMol25 structures with the same formula, charge and spin at 0.0 kJ/mol. The multiplicity is 4. Its molar mass is 1061.68 g mol⁻¹. As for the total energy: -5121.74078 Eh. The calculation puts the strongest force on any atom at 0.0171 Eh/bohr.

Last column: Mulliken charge in e.
Element x y z (Å)
Cr1 0.13 -0.27 -0.44  0.11
O1 3.26 0.35 -0.77  -0.79
S1 2.25 0.20 0.31  2.00
C1 2.53 -1.22 1.36  -0.73
C2 3.68 -1.42 2.08  -0.30
C3 3.82 -2.55 2.92  -1.26
C4 2.78 -3.43 3.03  0.27
C5 2.59 -4.70 3.85  -0.64
C6 1.13 -5.17 3.53  -0.97
C7 0.60 -4.15 2.54  0.54
C8 -0.60 -3.99 1.90  -1.33
C9 -0.77 -2.88 1.02  0.52
C10 0.19 -1.92 0.76  0.77
P1 0.74 -1.72 -2.33  -0.20
C11 -2.58 -1.15 -3.43  0.16
C12 -3.05 -0.86 -1.99  1.55
C13 -4.27 0.04 -2.07  -1.29
C14 -4.88 -0.30 -3.20  -0.80
C15 -4.03 -1.40 -3.80  -0.27
C16 -3.34 -2.15 -2.69  -1.52
C17 2.32 -2.19 -3.14  1.03
C18 2.26 -2.83 -4.38  -1.14
C19 3.41 -3.28 -5.00  -0.66
C20 4.65 -3.10 -4.38  -0.64
C21 4.71 -2.48 -3.14  -0.74
C22 3.55 -2.03 -2.51  -0.38
C23 1.43 -2.10 1.45  -0.16
C24 1.60 -3.19 2.30  0.50
C25 2.64 1.48 1.49  -0.41
C26 3.92 1.96 1.38  -0.33
C27 4.49 2.82 2.34  -1.11
C28 3.72 3.18 3.41  0.30
C29 4.03 4.07 4.60  -0.72
C30 2.73 4.06 5.46  -0.91
C31 1.76 3.22 4.66  0.11
C32 0.45 2.90 4.88  -1.05
C33 -0.22 2.12 3.92  0.11
C34 0.38 1.61 2.78  -0.46
P2 -0.76 0.85 1.56  2.94
C35 -1.79 -0.27 2.58  0.81
C36 -1.33 -0.82 3.77  -0.75
C37 -2.09 -1.75 4.47  -0.86
C38 -3.33 -2.15 3.97  -0.78
C39 -3.79 -1.62 2.77  -0.96
C40 -3.01 -0.70 2.08  -0.56
C41 -1.79 2.36 1.29  1.32
C42 -1.10 3.45 0.76  -1.30
C43 -1.73 4.67 0.57  -0.79
C44 -3.07 4.82 0.89  -0.53
C45 -3.77 3.74 1.41  -0.70
C46 -3.14 2.52 1.62  -0.61
C47 1.77 1.89 2.56  -1.83
C48 2.39 2.72 3.50  0.82
H1 4.50 -0.72 2.01  0.62
H2 4.75 -2.70 3.47  0.45
H3 2.73 -4.51 4.91  0.33
H4 3.32 -5.46 3.56  0.29
H5 0.52 -5.20 4.43  0.24
H6 1.12 -6.17 3.11  0.29
H7 -1.42 -4.68 2.06  0.57
H8 -1.75 -2.80 0.55  0.32
H9 -2.37 -0.81 -1.16  -0.02
H10 -4.57 0.77 -1.34  0.63
H11 -5.80 0.09 -3.63  0.53
H12 -4.29 -1.90 -4.73  0.64
H13 -3.17 -3.20 -2.48  0.36
H14 1.30 -2.97 -4.87  0.55
H15 3.35 -3.78 -5.96  0.42
H16 5.56 -3.44 -4.86  0.38
H17 5.67 -2.34 -2.66  0.45
H18 3.62 -1.55 -1.55  0.23
H19 4.51 1.63 0.53  0.81
H20 5.51 3.17 2.22  0.45
H21 4.28 5.08 4.28  0.29
H22 4.89 3.69 5.16  0.32
H23 2.35 5.06 5.62  0.31
H24 2.90 3.62 6.44  0.28
H25 -0.09 3.27 5.75  0.49
H26 -1.27 1.94 4.07  0.67
H27 -0.36 -0.54 4.16  0.42
H28 -1.72 -2.17 5.39  0.46
H29 -3.93 -2.87 4.52  0.42
H30 -4.74 -1.94 2.37  0.46
H31 -3.36 -0.33 1.13  0.44
H32 -0.04 3.36 0.54  0.30
H33 -1.17 5.51 0.17  0.49
H34 -3.57 5.78 0.75  0.42
H35 -4.82 3.85 1.68  0.50
H36 -3.70 1.70 2.05  0.51
C49 -0.44 -1.50 -6.53  -1.54
C50 -1.43 -0.76 -5.63  0.26
C51 -1.29 -1.12 -4.16  0.41
N1 -0.10 -1.28 -3.74  -0.05
H37 -0.53 -1.15 -7.56  0.47
H38 -0.62 -2.57 -6.51  0.35
H39 0.58 -1.32 -6.19  0.31
H40 -2.46 -0.95 -5.95  0.42
H41 -1.28 0.32 -5.73  -0.05
O2 -0.14 1.28 -1.79  -0.89
S2 -0.38 2.73 -2.21  0.05
C52 -2.15 3.06 -2.06  0.18
C53 -2.79 2.68 -3.39  0.16
C54 -1.81 3.14 -4.46  -1.00
C55 -0.43 2.64 -4.02  -0.01
H42 -2.25 4.13 -1.85  0.65
H43 -2.49 2.50 -1.20  -0.49
H44 -3.78 3.14 -3.50  0.56
H45 -2.93 1.60 -3.43  -0.60
H46 -1.82 4.23 -4.53  0.34
H47 -2.07 2.76 -5.45  0.49
H48 0.40 3.22 -4.43  0.60
H49 -0.27 1.58 -4.23  -0.32
Te1 0.24 -4.03 -1.66  -0.01